# C35H84O13P3SSi

4 unconnected molecules or ions with the total composition C35H84O13P3SSi at a distorted geometry (the ωB97M-V functional and the def2-TZVPD basis, the Open Molecules 2025 dataset).

```
137
Properties=species:S:1:pos:R:3
C 1.14336 -0.13793 5.53216
C 0.32766 0.68186 4.51307
C 1.20471 1.23176 3.36558
C 0.66688 1.03406 1.93848
C 0.04924 -0.33773 1.64587
C 0.88266 -1.50722 2.15025
C 2.24960 -1.61277 1.43773
C 3.42232 -2.05971 2.32958
C 4.10294 -3.31384 1.79400
C 3.26718 -4.59221 1.96968
C 3.66621 -5.42041 3.18655
C 3.23227 -4.85759 4.55551
S 1.68403 -3.91850 4.48193
C 0.41044 -4.80490 5.38406
C -0.93662 -4.06137 5.19590
O -1.86271 -4.88307 4.55788
Si -2.44142 -4.45956 3.03394
C -3.89792 -5.56702 2.72610
C -1.16764 -4.79156 1.69683
C -3.01607 -2.68980 2.93610
H 1.67190 0.52417 6.21813
H 0.52950 -0.84985 6.08969
H 1.93324 -0.69859 5.01480
H -0.52747 0.11220 4.15056
H -0.07401 1.52524 5.07745
H 1.27714 2.31246 3.51445
H 2.23353 0.86976 3.44446
H 1.52202 1.14894 1.26352
H -0.03375 1.81207 1.63171
H -0.11464 -0.45111 0.56950
H -0.95278 -0.36917 2.08889
H 0.32627 -2.43012 1.93564
H 1.01264 -1.47899 3.23495
H 2.49061 -0.64866 0.99142
H 2.12150 -2.31991 0.61462
H 3.13502 -2.15364 3.38503
H 4.16661 -1.25828 2.30765
H 5.09369 -3.47584 2.22480
H 4.21984 -3.15302 0.72039
H 2.19728 -4.36877 1.93084
H 3.46592 -5.22108 1.09952
H 4.75771 -5.43827 3.21846
H 3.35442 -6.46097 3.09944
H 3.99370 -4.24932 5.04137
H 3.04796 -5.68376 5.24521
H 1.90898 -2.84656 5.26358
H 0.66452 -4.78972 6.44450
H 0.34934 -5.84127 5.05736
H -0.75004 -3.13610 4.62710
H -1.30172 -3.73770 6.17231
H -4.33545 -5.30474 1.75926
H -4.67166 -5.41233 3.48047
H -3.61199 -6.61935 2.71086
H -1.26694 -5.80627 1.31084
H -1.32511 -4.09726 0.86763
H -0.14046 -4.63523 2.04471
H -3.82382 -2.45824 3.63024
H -3.35534 -2.52457 1.91024
H -2.20706 -1.96917 3.10123
O -1.91019 5.27933 -1.77049
P -0.45812 5.31636 -1.95624
O 0.30304 6.27095 -0.93592
C 0.10789 6.03733 0.46847
C 0.72472 4.72822 0.91476
O -0.10490 6.06887 -3.32123
C -1.13132 6.55641 -4.19153
C -1.46070 8.00466 -3.89869
O 0.56977 4.11728 -2.10525
C 0.13899 2.75877 -2.31423
C -0.67256 2.58514 -3.57870
H -0.96057 6.04017 0.69750
H 0.55652 6.88622 0.98053
H 0.17159 3.88882 0.48913
H 0.68036 4.64142 2.00192
H 1.76137 4.64142 0.58969
H -2.02157 5.93088 -4.12211
H -0.74042 6.45508 -5.20471
H -1.66262 8.14922 -2.83713
H -2.33438 8.32121 -4.46944
H -0.62212 8.64912 -4.16497
H -0.44131 2.42864 -1.44667
H 1.04993 2.16253 -2.34657
H -1.61734 3.12780 -3.50376
H -0.89601 1.52913 -3.73346
H -0.12981 2.97046 -4.44225
O 3.44898 -0.43645 -2.85410
P 4.85870 -0.36603 -3.25555
O 5.77977 0.41438 -2.22145
C 5.82290 -0.02477 -0.86231
C 6.57305 -1.32734 -0.64518
O 5.02771 0.61778 -4.49909
C 3.90186 1.26154 -5.10708
C 3.66422 2.63446 -4.51365
O 5.78919 -1.54069 -3.74824
C 5.21357 -2.80367 -4.15478
C 4.29097 -2.65431 -5.34539
H 4.79649 -0.11213 -0.49072
H 6.30752 0.77761 -0.30809
H 6.03067 -2.16681 -1.08569
H 6.66986 -1.50410 0.42751
H 7.56450 -1.30164 -1.09540
H 3.01153 0.63774 -5.02021
H 4.13866 1.34369 -6.16812
H 3.62303 2.58642 -3.42460
H 2.72792 3.05515 -4.88300
H 4.47479 3.31274 -4.78062
H 4.68594 -3.24962 -3.30796
H 6.05482 -3.44950 -4.39584
H 3.41131 -2.06059 -5.09028
H 3.95093 -3.63328 -5.68305
H 4.80404 -2.15230 -6.16559
O -6.36221 1.87602 -0.27149
P -5.84880 1.45044 -1.57500
O -4.26603 1.54525 -1.70515
C -3.42391 0.84688 -0.79002
C -3.41138 -0.65343 -1.02434
O -6.22100 2.51961 -2.69852
C -6.98938 3.69039 -2.39808
C -6.09198 4.86972 -2.08793
O -6.19601 0.13377 -2.37551
C -7.34652 -0.65749 -1.99701
C -8.64135 0.11412 -2.13496
H -3.72204 1.07327 0.23761
H -2.42391 1.25423 -0.94000
H -4.37070 -1.10352 -0.76310
H -2.63954 -1.12313 -0.41086
H -3.21966 -0.87710 -2.07386
H -7.68004 3.49495 -1.57736
H -7.58900 3.89346 -3.28614
H -5.35058 4.60996 -1.33214
H -6.68171 5.71321 -1.72696
H -5.55011 5.18433 -2.98043
H -7.21703 -1.01747 -0.97366
H -7.34055 -1.52385 -2.65488
H -8.68056 0.94665 -1.43043
H -9.49105 -0.53820 -1.93362
H -8.73636 0.52469 -3.14030
```

Computed properties:
net charge = +1
orbital gap = 0.317 Ha

=====

# C35H85BBr2ClF3O17PS10

11 unconnected molecules or ions with the total composition C35H85BBr2ClF3O17PS10 at a distorted geometry (the ωB97M-V functional and the def2-TZVPD basis, the Open Molecules 2025 dataset).

```
155
Properties=species:S:1:pos:R:3
C -5.50962 -0.95659 -0.94335
C -4.29608 -1.74820 -0.39716
C -3.73863 -2.79453 -1.39785
O -2.46663 -3.21223 -0.91811
C -1.36128 -2.90363 -1.74438
O -0.26907 -3.20203 -0.91563
B -0.06784 -2.06485 0.01054
C 1.49135 -1.56299 0.22704
C 2.36187 -2.55363 1.06659
C 3.32887 -3.41142 0.25837
F 4.21724 -3.99429 1.15662
Br 2.41984 -4.91849 -0.61035
C 4.24326 -2.67162 -0.75717
F 3.66987 -2.51638 -1.94104
F 5.33284 -3.42840 -0.96868
Br 4.92971 -0.95340 -0.08689
P -1.09039 -2.10718 1.69674
O -1.24416 -3.76128 2.07395
Cl 0.07362 -1.29679 3.28004
O -0.69683 -0.95029 -0.77567
C -1.02890 -1.40382 -2.06623
C -2.05887 -0.43988 -2.67899
C -2.38097 -0.60699 -4.19681
C -2.54326 -2.03437 -4.70292
O -3.65324 -2.48315 -4.86998
O -1.48590 -2.81267 -5.01015
C 0.28224 -1.25363 -2.89616
O 0.79393 0.07436 -2.77280
C 1.14862 0.61387 -4.02209
C 2.33235 -0.10121 -4.72014
H -5.80448 -0.24523 -0.16045
H -5.19272 -0.35892 -1.80552
H -6.32792 -1.65099 -1.16493
H -3.47018 -1.04663 -0.20413
H -4.49054 -2.24972 0.55873
H -3.75056 -2.42938 -2.43047
H -4.41224 -3.67214 -1.37436
H -1.32192 -3.60278 -2.59442
H 1.96410 -1.28405 -0.72545
H 1.41707 -0.62215 0.78816
H 2.86704 -2.00256 1.87315
H 1.67427 -3.24951 1.57014
H -0.45738 -4.23604 1.78575
H -1.66100 0.57611 -2.55049
H -3.01875 -0.43614 -2.15047
H -1.67027 -0.08298 -4.85234
H -3.34751 -0.12545 -4.37662
H -1.75795 -3.73365 -4.96547
H 0.14433 -1.48732 -3.96251
H 1.05960 -1.93772 -2.53257
H 0.31696 0.67385 -4.73005
H 1.45750 1.65258 -3.83107
H 3.07411 -0.50549 -4.02454
H 2.75725 0.60333 -5.44785
H 1.95803 -0.94741 -5.31767
C 4.74918 2.43836 3.23325
S 3.97487 0.81789 3.36479
O 2.98881 0.70953 2.25775
C 3.04679 1.18010 4.86950
H 5.35086 2.45251 2.32578
H 3.98044 3.20998 3.17564
H 5.39235 2.60699 4.09758
H 2.38773 2.03404 4.70479
H 3.74423 1.39150 5.68225
H 2.45122 0.30291 5.11654
C 0.22047 -9.59802 -0.81941
S 0.64779 -8.46497 -2.15122
O 1.60141 -7.46648 -1.59667
C -0.96167 -7.67007 -2.23075
H 1.10751 -10.17806 -0.57009
H -0.10483 -9.03289 0.05412
H -0.57342 -10.26705 -1.15472
H -1.20777 -7.23410 -1.26235
H -1.71483 -8.40584 -2.51476
H -0.91778 -6.88155 -2.98064
C -5.21095 3.78325 1.64923
S -5.86919 2.11188 1.72108
O -6.75395 1.93316 0.53287
C -6.93998 2.39394 3.14117
H -4.53745 3.84647 0.79687
H -6.02234 4.49894 1.52634
H -4.65848 3.99618 2.56391
H -7.64410 3.19714 2.92402
H -6.33348 2.65272 4.00878
H -7.48702 1.47337 3.34146
C -8.72442 2.69270 6.69309
S -8.69050 4.48990 6.58384
O -7.89658 4.84452 5.37671
C -7.62790 4.74374 8.01580
H -9.30919 2.31349 5.85720
H -7.70904 2.29964 6.63645
H -9.19433 2.39469 7.63081
H -6.68417 4.21699 7.87258
H -8.13286 4.37974 8.91107
H -7.43930 5.81097 8.11297
C -0.86056 3.70885 -8.07999
S 0.55914 2.64153 -7.78062
O 0.26095 1.84511 -6.56043
C 1.68397 3.95900 -7.28921
H -1.70299 3.08023 -8.36182
H -1.10475 4.26137 -7.17235
H -0.63210 4.39775 -8.89393
H 1.27318 4.49440 -6.43287
H 1.83227 4.64044 -8.12758
H 2.63517 3.50721 -7.01465
C -5.78857 8.43344 -0.38847
S -5.57018 8.39837 1.39881
O -5.45208 6.97203 1.79842
C -7.24472 8.92511 1.80204
H -4.86280 8.09452 -0.84911
H -6.60341 7.76772 -0.67400
H -6.00206 9.45389 -0.70838
H -7.96403 8.22702 1.37323
H -7.41244 9.92991 1.41264
H -7.34541 8.93274 2.88545
C -5.33063 -11.44937 -3.31622
S -3.84996 -10.44341 -3.50968
O -3.47628 -9.94399 -2.15785
C -4.65414 -9.08735 -4.37868
H -5.06280 -12.34265 -2.75536
H -6.08906 -10.88827 -2.76993
H -5.70533 -11.73550 -4.29929
H -5.45638 -8.67935 -3.76362
H -5.05065 -9.44999 -5.32735
H -3.91014 -8.31570 -4.56669
C 6.73791 -3.02677 3.16261
S 6.32111 -1.60120 4.17455
O 6.66230 -0.39157 3.37308
C 7.65667 -1.81553 5.36596
H 6.04561 -3.06046 2.32295
H 7.75968 -2.92943 2.79325
H 6.63268 -3.93545 3.75612
H 8.61752 -1.79920 4.85045
H 7.52449 -2.76220 5.89060
H 7.61119 -0.99475 6.07965
C 8.03222 1.74333 -1.22428
S 7.56656 3.16101 -0.21819
O 7.87965 4.38968 -1.00461
C 8.87346 2.96148 1.00256
H 7.36083 1.69558 -2.07926
H 9.05897 1.85773 -1.57400
H 7.93148 0.83109 -0.63526
H 9.84721 2.99843 0.51238
H 8.74649 2.01023 1.52092
H 8.79053 3.77819 1.71535
C 7.78914 7.22906 2.80820
S 8.71893 6.11650 3.87471
O 7.73390 5.36896 4.70134
C 9.42646 7.40129 4.92077
H 7.23198 6.62648 2.09295
H 7.09615 7.82028 3.40735
H 8.48016 7.88071 2.27290
H 8.62733 7.98087 5.38357
H 10.06425 8.04881 4.31837
H 10.02298 6.91967 5.69303
```

Computed properties:
net charge = -1
orbital gap = 0.191 Ha

=====

Computed energy (eV) in order:
-110857.507; -351554.124